# 1
{"formula": "C35H43Cl3NO3P2STa", "method": "the ωB97M-V functional and the def2-TZVPD basis", "elements": ["Ta", "Cl", "C", "C", "C", "Cl", "C", "O", "C", "Cl", "C", "H", "H", "C", "P", "C", "C", "C", "P", "C", "C", "H", "H", "H", "H", "H", "H", "H", "H", "H", "H", "H", "H", "H", "H", "H", "H", "C", "C", "O", "C", "C", "C", "C", "C", "C", "H", "H", "H", "H", "H", "H", "H", "H", "C", "S", "O", "C", "C", "C", "C", "C", "C", "H", "H", "H", "H", "H", "H", "H", "H", "C", "C", "C", "C", "C", "C", "C", "C", "N", "H", "H", "H", "H", "H", "H", "H", "H", "H"], "xyz": [[-0.03, 0.27, 0.22], [-2.11, -0.83, -6.63], [-2.02, -0.51, -4.94], [-0.96, -1.02, -4.21], [-0.92, -0.73, -2.87], [0.38, -1.36, -1.88], [-1.86, 0.03, -2.18], [-1.74, 0.26, -0.87], [-2.92, 0.50, -2.96], [-4.20, 1.40, -2.23], [-3.00, 0.23, -4.32], [-0.19, -1.62, -4.69], [-3.84, 0.61, -4.89], [-0.55, 3.85, 0.96], [-1.40, 2.29, 1.34], [-3.13, 2.62, 0.94], [-1.38, 2.23, 3.17], [0.07, 2.14, 3.62], [0.87, 0.77, 2.72], [0.58, -0.66, 3.81], [2.64, 1.16, 2.87], [-0.88, 4.63, 1.65], [-0.81, 4.15, -0.05], [0.53, 3.74, 1.01], [-3.35, 3.67, 1.14], [-3.78, 2.01, 1.56], [-3.32, 2.40, -0.11], [-1.95, 1.35, 3.48], [-1.89, 3.11, 3.58], [0.17, 2.00, 4.69], [0.60, 3.06, 3.36], [1.20, -0.59, 4.70], [0.78, -1.60, 3.30], [-0.47, -0.67, 4.11], [2.90, 1.30, 3.92], [2.84, 2.09, 2.32], [3.25, 0.37, 2.44], [-1.50, -3.82, 0.96], [-1.93, -2.42, 1.26], [-1.10, -1.50, 1.16], [-3.31, -2.15, 1.65], [-4.11, -3.15, 2.21], [-5.41, -2.88, 2.57], [-5.94, -1.61, 2.35], [-5.16, -0.61, 1.77], [-3.85, -0.88, 1.43], [-0.54, -3.82, 0.47], [-2.25, -4.31, 0.33], [-1.43, -4.39, 1.89], [-3.71, -4.15, 2.37], [-6.03, -3.65, 3.01], [-6.97, -1.40, 2.62], [-5.60, 0.36, 1.57], [-3.24, -0.13, 0.93], [3.47, -2.45, 1.93], [1.99, -2.51, 0.93], [1.67, -1.01, 0.72], [2.68, -3.09, -0.58], [3.57, -2.30, -1.31], [4.07, -2.79, -2.50], [3.70, -4.06, -2.94], [2.82, -4.84, -2.20], [2.30, -4.35, -1.01], [4.20, -1.81, 1.45], [3.85, -3.47, 2.00], [3.20, -2.09, 2.92], [3.83, -1.30, -0.97], [4.76, -2.20, -3.08], [4.11, -4.45, -3.87], [2.54, -5.83, -2.54], [1.60, -4.95, -0.43], [-0.53, 3.13, -2.53], [0.97, 3.16, -2.36], [1.70, 4.03, -3.15], [3.08, 4.09, -3.07], [3.76, 3.27, -2.17], [3.07, 2.39, -1.36], [3.85, 1.50, -0.43], [1.66, 2.34, -1.44], [0.94, 1.47, -0.62], [-0.78, 2.71, -3.51], [-0.94, 4.14, -2.50], [-1.02, 2.53, -1.77], [1.18, 4.66, -3.86], [3.64, 4.78, -3.70], [4.84, 3.32, -2.11], [4.66, 1.01, -0.97], [3.22, 0.74, 0.03], [4.32, 2.09, 0.37]], "mulliken_charge": [0.574, -0.184, 0.135, -0.991, 0.616, 0.061, -0.950, 0.475, 0.721, -0.209, -0.712, 0.575, 0.502, -1.596, 0.959, -1.196, -0.703, -1.188, 1.469, -1.325, -1.402, 0.527, 0.414, 0.262, 0.576, 0.307, 0.023, 0.372, 0.635, 0.576, 0.442, 0.498, 0.090, 0.377, 0.598, 0.296, 0.205, -1.259, 0.469, 0.222, 0.454, -0.684, -0.873, -0.554, -1.261, 0.761, -0.197, 0.491, 0.468, 0.430, 0.434, 0.439, 0.474, 0.088, -1.025, 0.474, -0.723, 0.499, 0.109, -0.896, -0.508, -0.852, -0.437, 0.364, 0.470, 0.372, 0.051, 0.472, 0.451, 0.451, 0.432, -1.246, 1.248, -0.804, -0.947, -0.713, 0.799, -0.683, 0.703, -0.016, 0.469, 0.518, -0.366, 0.516, 0.419, 0.499, 0.567, -0.827, 0.428], "total_charge": 2, "lumo_energy_ev": -5.6, "e_homo_ev": -12.8, "de_lowest_kcal_mol": 0.00}

***

# 2
{"formula": "C35H43Cl3NO3P2STa", "method": "the ωB97M-V functional and the def2-TZVPD basis", "elements": ["Ta", "Cl", "C", "C", "C", "Cl", "C", "O", "C", "Cl", "C", "H", "H", "C", "P", "C", "C", "C", "P", "C", "C", "H", "H", "H", "H", "H", "H", "H", "H", "H", "H", "H", "H", "H", "H", "H", "H", "C", "C", "O", "C", "C", "C", "C", "C", "C", "H", "H", "H", "H", "H", "H", "H", "H", "C", "S", "O", "C", "C", "C", "C", "C", "C", "H", "H", "H", "H", "H", "H", "H", "H", "C", "C", "C", "C", "C", "C", "C", "C", "N", "H", "H", "H", "H", "H", "H", "H", "H", "H"], "xyz": [[0.07, -0.22, 0.28], [4.53, 4.08, -3.38], [3.57, 3.29, -2.19], [2.41, 2.63, -2.57], [1.68, 2.02, -1.57], [0.19, 1.19, -1.97], [2.02, 2.00, -0.22], [1.26, 1.37, 0.67], [3.18, 2.71, 0.11], [3.69, 2.79, 1.76], [3.95, 3.34, -0.85], [2.10, 2.60, -3.60], [4.84, 3.87, -0.56], [2.25, -2.27, 2.48], [1.11, -0.87, 2.67], [2.00, 0.32, 3.70], [-0.18, -1.53, 3.79], [-0.90, -2.66, 3.07], [-1.52, -2.03, 1.47], [-3.13, -1.30, 1.92], [-1.87, -3.54, 0.54], [2.30, -2.84, 3.41], [3.24, -1.89, 2.25], [1.94, -2.92, 1.66], [2.70, -0.23, 4.34], [1.30, 0.85, 4.34], [2.54, 1.03, 3.09], [-0.87, -0.71, 4.03], [0.26, -1.86, 4.73], [-1.73, -3.07, 3.66], [-0.22, -3.49, 2.86], [-3.89, -2.08, 1.97], [-3.44, -0.54, 1.21], [-3.05, -0.83, 2.90], [-2.47, -4.21, 1.16], [-0.93, -4.03, 0.29], [-2.40, -3.32, -0.38], [-2.80, 3.14, 0.18], [-1.93, 2.45, 1.18], [-1.49, 1.32, 0.92], [-1.61, 3.12, 2.44], [-2.40, 4.18, 2.91], [-2.08, 4.80, 4.10], [-0.96, 4.39, 4.81], [-0.16, 3.36, 4.34], [-0.49, 2.72, 3.17], [-2.80, 2.59, -0.75], [-2.46, 4.16, 0.02], [-3.83, 3.20, 0.56], [-3.27, 4.51, 2.35], [-2.70, 5.61, 4.47], [-0.71, 4.89, 5.74], [0.73, 3.08, 4.89], [0.15, 1.95, 2.76], [-3.99, -1.56, -1.79], [-2.95, -0.14, -1.56], [-1.69, -0.77, -0.94], [-2.57, 0.24, -3.24], [-1.81, -0.65, -4.01], [-1.53, -0.32, -5.32], [-2.02, 0.87, -5.86], [-2.78, 1.74, -5.09], [-3.05, 1.43, -3.76], [-3.42, -2.34, -2.29], [-4.83, -1.25, -2.41], [-4.35, -1.89, -0.82], [-1.42, -1.56, -3.57], [-0.94, -0.98, -5.93], [-1.80, 1.12, -6.89], [-3.15, 2.66, -5.51], [-3.64, 2.10, -3.15], [4.00, -0.74, -0.12], [3.49, -1.83, -1.02], [4.41, -2.58, -1.74], [3.99, -3.59, -2.59], [2.64, -3.86, -2.74], [1.68, -3.12, -2.05], [0.23, -3.44, -2.26], [2.12, -2.11, -1.18], [1.18, -1.36, -0.48], [4.54, 0.01, -0.69], [4.70, -1.15, 0.61], [3.20, -0.23, 0.42], [5.46, -2.38, -1.62], [4.72, -4.17, -3.14], [2.31, -4.64, -3.41], [0.00, -3.43, -3.33], [-0.42, -2.72, -1.76], [-0.01, -4.44, -1.90]], "mulliken_charge": [-0.909, -0.184, 0.168, -1.002, 0.577, 0.068, -0.978, 0.597, 0.796, -0.246, -0.704, 0.577, 0.503, -1.681, 1.082, -1.022, -0.750, -1.217, 1.678, -1.398, -1.406, 0.519, 0.468, 0.296, 0.600, 0.306, -0.134, 0.352, 0.643, 0.552, 0.439, 0.465, 0.131, 0.451, 0.593, 0.267, 0.215, -1.200, 0.440, 0.363, 0.571, -0.725, -0.909, -0.579, -1.218, 1.019, -0.294, 0.493, 0.492, 0.426, 0.438, 0.440, 0.465, -0.262, -1.023, 0.506, -0.472, 0.590, 0.146, -0.909, -0.500, -0.842, -0.493, 0.361, 0.507, 0.337, 0.009, 0.473, 0.452, 0.450, 0.434, -1.243, 1.212, -0.914, -0.932, -0.863, 0.902, -0.795, 0.768, 0.790, 0.470, 0.506, -0.353, 0.523, 0.429, 0.506, 0.550, -0.732, 0.485], "total_charge": 2, "lumo_energy_ev": -5.6, "e_homo_ev": -12.8, "de_lowest_kcal_mol": 2.19}

***

Number 1: gap between HOMO and LUMO 7.281 eV. Number 2: gap between HOMO and LUMO 7.269 eV.